{
  "formula": "C27H66F5IN26O16S",
  "method": "wB97M-V/def2-TZVPD",
  "symbols": ["I", "S", "F", "F", "F", "F", "F", "O", "O", "O", "O", "O", "O", "O", "O", "O", "O", "O", "O", "O", "O", "O", "O", "N", "N", "N", "N", "N", "N", "N", "N", "N", "N", "N", "N", "N", "N", "N", "N", "N", "N", "N", "N", "N", "N", "N", "N", "N", "N", "C", "C", "C", "C", "C", "C", "C", "C", "C", "C", "C", "C", "C", "C", "C", "C", "C", "C", "C", "C", "C", "C", "C", "C", "C", "C", "C", "H", "H", "H", "H", "H", "H", "H", "H", "H", "H", "H", "H", "H", "H", "H", "H", "H", "H", "H", "H", "H", "H", "H", "H", "H", "H", "H", "H", "H", "H", "H", "H", "H", "H", "H", "H", "H", "H", "H", "H", "H", "H", "H", "H", "H", "H", "H", "H", "H", "H", "H", "H", "H", "H", "H", "H", "H", "H", "H", "H", "H", "H", "H", "H", "H", "H"],
  "xyz": [[8.158263, 1.101533, -0.268143], [3.918753, 0.588487, -0.066673], [-0.183151, 2.142551, -0.010812], [2.579161, -2.334875, -3.148902], [-1.394872, 2.038503, -1.794657], [2.874083, -0.187690, -2.883010], [-2.228444, 1.500265, 0.149902], [-2.662344, -2.139101, -4.114506], [-5.337285, 3.173803, 4.810728], [5.013476, 0.342413, -1.239612], [0.126982, -5.340367, -1.846844], [-10.268616, 5.614944, 5.806442], [3.346771, -0.897376, 0.015670], [-3.501433, 8.083706, -3.679247], [-0.633027, 4.290088, -4.366558], [-6.586277, 3.587005, -2.240282], [4.476439, 0.988918, 1.170421], [6.225023, 0.859744, -5.216428], [0.212006, -6.462465, 6.047227], [-0.081107, -4.555375, 2.344892], [10.639932, 1.517208, 2.225190], [3.037257, 1.569549, -0.598256], [-9.775892, 1.092847, 4.117028], [-1.902743, 6.488373, -3.909949], [0.738861, 2.637498, -3.642981], [-6.661536, 2.684577, 3.044894], [5.214268, 2.718177, -4.410933], [-4.425534, 3.150337, 2.730614], [-3.008682, -0.040880, -4.902532], [-4.618834, 3.397410, -1.123321], [9.959215, 3.497275, 3.088006], [0.683282, -7.880273, 7.750691], [3.694783, -3.096431, -1.004396], [-9.476723, 0.226569, 2.042766], [-3.790682, 6.085808, -2.642492], [5.349340, 2.349793, -6.686291], [-9.281237, 3.909885, 6.930907], [-8.237854, 4.870647, 5.117912], [-0.011430, -4.296637, 4.596549], [-0.676347, -6.051494, 8.093158], [-4.020496, -1.856149, -5.908350], [0.931407, -5.105218, -3.952552], [-1.004898, -2.696108, 3.258393], [-4.897711, 2.382519, -3.165645], [10.934212, 1.902273, 4.442307], [5.338695, -1.378255, -2.884839], [-9.170899, -1.085169, 3.911333], [-0.476652, -6.855634, -3.420544], [1.268277, 3.848048, -5.526919], [0.629195, -0.083841, -1.380199], [-5.453074, 3.152290, -2.184155], [-9.327507, 4.852059, 5.941194], [-0.654692, -2.329334, -0.667376], [-1.266942, -1.128798, -0.431140], [-9.494769, 0.144052, 3.406768], [-3.090486, 6.963025, -3.428426], [0.589015, -2.421371, -1.230143], [-1.141080, 1.400994, -0.617976], [-5.466330, 3.012610, 3.605928], [6.617246, -1.419642, 0.747965], [10.519956, 2.254604, 3.185598], [7.798122, -0.480786, 1.110470], [-0.345390, -3.899028, 3.338379], [6.400514, -1.693183, -0.764641], [5.635565, 1.906952, -5.424834], [2.632587, -1.347735, -2.202713], [0.190083, -5.740336, -2.996372], [3.779767, -1.682172, -1.144941], [2.592131, -3.715401, 1.177658], [-3.193392, -1.398986, -4.918852], [0.082315, -6.777203, 7.219024], [1.252861, -1.270949, -1.587442], [0.391835, 3.632632, -4.499756], [-0.607628, 0.016744, -0.807092], [3.886439, -3.599266, 0.370429], [5.157469, -1.041863, -1.444419], [-4.669955, 6.398358, -2.274431], [6.861119, -2.387893, 1.200360], [-2.243938, -1.070643, 0.035524], [-3.435557, 0.587880, -5.556100], [-6.801865, 2.548641, 2.061577], [6.217430, -2.770150, -0.853715], [-7.451593, 4.249665, 5.218396], [1.041254, 4.574880, -6.179755], [5.729064, -1.064706, 1.268666], [-1.030001, -7.343378, -2.741101], [-9.247441, -0.539426, 1.439009], [-3.680882, 3.045370, -1.058151], [7.273619, -1.474297, -1.376466], [-8.234374, 5.548395, 4.379346], [5.646355, 1.773890, -7.451878], [1.573877, 2.085840, -3.731382], [5.995754, -2.146318, -2.958162], [8.707214, -1.043451, 1.313480], [-1.234162, -2.133546, 4.054730], [9.848970, 4.121396, 3.863732], [0.107587, 2.457892, -2.882630], [-4.466832, -1.262193, -6.580482], [-1.539600, 5.568120, -3.723776], [-1.161746, -3.252400, -0.407900], [-1.261084, -2.374747, 2.343400], [-4.512768, 3.019079, 1.741274], [-2.404554, 0.327650, -4.190791], [1.013944, -3.397738, -1.398197], [4.269353, -3.574948, -1.682348], [-4.980563, 3.964161, -0.378116], [1.247024, -8.435841, 7.134442], [-9.710946, 1.113596, 1.636158], [5.412419, 2.410478, -3.474797], [-0.440203, -7.201775, -4.359678], [0.995333, -5.415803, -4.902638], [-8.936058, -1.875999, 3.343024], [-3.472857, 5.162617, -2.423146], [2.291509, -2.751005, 1.592572], [-1.369641, 7.107990, -4.489271], [4.302642, -4.607962, 0.277809], [2.808706, -4.352985, 2.042851], [-4.178556, -2.845406, -5.950369], [-9.173314, -1.184768, 4.909132], [1.786439, -4.216953, 0.646638], [2.109314, 3.318198, -5.655636], [-8.517267, 3.273566, 7.055647], [-0.796481, -6.292650, 9.058110], [5.799388, -0.604508, -3.367997], [0.473511, -5.175965, 4.701071], [-0.221769, -3.763884, 5.417072], [4.609398, -3.030962, 0.966608], [-3.964183, 2.019562, -3.127138], [-3.530730, 3.393714, 3.113530], [0.589977, -8.157800, 8.708850], [1.432246, -4.278689, -3.675245], [-1.135779, -5.235795, 7.734776], [10.843636, 2.494875, 5.244899], [9.643091, 3.785231, 2.180332], [-5.469183, 2.175281, -3.963027], [4.724762, 3.582403, -4.545248], [11.350496, 0.996506, 4.549150], [-7.444609, 2.574346, 3.668858], [7.551130, 0.003896, 2.055238], [-10.063868, 3.863520, 7.554985], [4.868674, 3.207094, -6.879618], [1.137504, 0.823106, -1.684392]],
  "forces_ev_per_a": [[0.21, -0.02, 0.06], [0.16, 1.90, -0.53], [-0.33, 0.24, -0.17], [0.32, 0.05, -0.10], [-0.62, -0.03, 0.06], [0.10, -0.01, 0.10], [-0.44, -0.13, -0.25], [0.01, 0.01, 0.02], [-0.05, 0.08, 0.03], [-0.62, -0.30, 1.03], [-0.01, -0.17, 0.03], [0.00, 0.00, 0.03], [0.39, -0.08, 0.43], [-0.19, 0.14, 0.03], [0.43, -0.69, -0.28], [0.00, -0.03, 0.07], [0.70, -1.09, 0.53], [-0.03, -0.02, 0.01], [0.09, -0.44, 0.50], [-0.09, 0.03, -0.01], [0.05, -0.10, 0.07], [-0.66, -0.63, -0.53], [0.16, 0.02, -0.03], [-0.59, 0.40, 0.46], [-0.10, 0.07, -0.05], [-0.18, -0.06, 0.10], [-0.08, -0.08, 0.16], [0.18, 0.06, 0.06], [-0.03, 0.15, 0.13], [0.06, 0.02, 0.33], [-0.03, 0.08, -0.07], [0.07, -0.07, -0.06], [0.07, 0.43, 1.88], [0.04, 0.18, -0.16], [-0.06, 0.09, 0.07], [-0.04, -0.09, -0.11], [-0.03, 0.00, 0.18], [0.09, -0.10, -0.08], [0.27, 0.14, -0.62], [-0.02, 0.11, -0.05], [-0.03, -0.06, -0.04], [0.14, 0.05, 0.09], [-0.09, 0.06, -0.13], [-0.07, -0.05, -0.11], [0.03, -0.09, 0.05], [0.12, 0.98, 0.05], [0.00, -0.02, 0.13], [-0.07, -0.11, 0.06], [-0.10, 0.23, -0.07], [0.76, 1.83, -0.69], [0.05, -0.08, -0.10], [0.02, -0.02, -0.08], [-0.77, -1.29, 0.42], [-0.72, 0.48, 0.32], [0.01, -0.11, 0.02], [0.52, 0.00, -0.24], [0.46, -0.49, -0.19], [1.39, -0.10, 0.82], [-0.09, -0.06, -0.11], [0.88, 0.00, -0.32], [-0.03, 0.07, 0.02], [-0.72, -0.30, 0.65], [0.04, 0.11, 0.20], [-1.24, -0.05, 1.33], [0.01, 0.01, 0.10], [-0.14, -0.02, -0.60], [0.03, 0.09, -0.16], [-1.07, 1.15, -0.92], [0.54, -0.17, 0.37], [-0.02, -0.01, -0.01], [0.03, -0.12, 0.08], [0.55, -0.72, 0.01], [0.39, -0.36, 0.13], [-0.69, 0.18, -0.02], [-0.16, -0.79, 0.25], [1.48, -2.43, -2.26], [-0.01, -0.02, -0.06], [-0.04, 0.14, 0.09], [0.01, -0.08, -0.07], [0.06, -0.02, -0.05], [0.03, 0.01, -0.01], [0.08, 0.09, -0.17], [0.10, 0.12, 0.08], [-0.02, -0.01, -0.01], [-0.06, 0.03, -0.32], [0.01, 0.02, 0.00], [-0.01, -0.02, 0.03], [-0.03, -0.04, -0.02], [0.00, 0.26, 0.19], [-0.02, 0.00, 0.02], [0.00, 0.00, 0.01], [0.01, 0.01, -0.01], [0.00, 0.03, 0.07], [0.17, 0.22, -0.53], [0.03, -0.01, 0.02], [0.01, -0.03, 0.02], [0.18, 0.04, -0.10], [0.02, 0.02, 0.01], [-0.12, 0.22, -0.13], [0.06, 0.03, 0.01], [0.04, 0.00, 0.00], [-0.03, -0.10, 0.01], [0.10, -0.04, -0.07], [0.00, -0.01, 0.03], [-0.02, 0.23, -0.14], [0.00, 0.12, -0.10], [-0.01, 0.01, 0.00], [-0.06, -0.03, 0.00], [-0.05, 0.03, 0.02], [0.01, 0.04, -0.01], [-0.05, 0.00, 0.00], [-0.01, 0.02, -0.02], [0.02, 0.00, -0.05], [-0.28, -0.05, -0.30], [-0.06, 0.03, 0.00], [0.00, 0.11, -0.12], [-0.04, 0.09, -0.04], [0.01, 0.01, 0.02], [-0.01, 0.01, -0.01], [-0.01, 0.25, -0.09], [-0.06, -0.11, 0.04], [0.01, 0.00, -0.08], [0.01, -0.02, -0.01], [-0.28, 0.05, -0.12], [-0.35, 0.24, 0.10], [-0.01, 0.02, -0.01], [0.01, 0.09, -0.29], [-0.01, 0.00, 0.05], [-0.02, 0.01, 0.00], [-0.02, 0.02, 0.00], [-0.05, 0.02, -0.04], [-0.04, -0.04, 0.00], [-0.01, 0.02, -0.02], [-0.01, -0.04, 0.00], [-0.01, 0.02, 0.02], [0.07, 0.04, -0.02], [0.00, 0.01, -0.02], [-0.09, -0.06, -0.14], [0.09, 0.17, -0.16], [-0.02, 0.00, -0.04], [0.07, 0.04, 0.02], [0.02, -0.07, 0.17]],
  "homo_energy_ev": -8.881,
  "max_force_ev_per_a": 3.64,
  "e_lumo_ev": 0.11
}